Entry 1:
{
  "formula": "C17H22B3NO7",
  "method": "ωB97M-V/def2-TZVPD",
  "relative_energy_kj_mol": 0.0,
  "fmax_ev_per_a": 1.16,
  "total_energy_ev": -35842.06547,
  "homo_lumo_gap_ev": 7.86,
  "smiles": "CCCCB1OBOB(CN)O1.O=C1C=CC(=O)C=C1.O=C1C=CC(=O)C=C1",
  "species": ["C", "C", "C", "C", "B", "O", "B", "O", "B", "C", "N", "O", "H", "H", "H", "H", "H", "H", "H", "H", "H", "H", "H", "H", "H", "H", "O", "C", "C", "C", "C", "O", "C", "C", "H", "H", "H", "H", "O", "C", "C", "C", "C", "O", "C", "C", "H", "H", "H", "H"],
  "positions_angstrom": [[-0.6884, -1.4785, -2.2030], [-1.0485, 0.0091, -2.3451], [-2.0312, 0.2995, -3.4780], [-3.3988, -0.4033, -3.2853], [-4.4342, 0.5025, -2.5569], [-4.1664, 1.0556, -1.2943], [-5.2406, 1.1332, -0.4381], [-6.4726, 1.4671, -0.9752], [-6.6985, 0.7501, -2.1493], [-7.9454, -0.1923, -2.3208], [-7.4084, -1.5765, -2.3009], [-5.6858, 0.7866, -3.0934], [-1.0441, -1.8997, -1.2615], [0.3887, -1.6209, -2.2249], [-1.1220, -2.0645, -3.0169], [-0.1313, 0.5644, -2.5531], [-1.4405, 0.4182, -1.4109], [-1.5863, -0.0345, -4.4178], [-2.1748, 1.3816, -3.5336], [-3.8252, -0.6704, -4.2531], [-3.2652, -1.3321, -2.7228], [-5.1502, 0.8308, 0.7104], [-8.6696, -0.0222, -1.5195], [-8.4582, -0.0067, -3.2664], [-7.9303, -2.1727, -2.9311], [-7.5217, -1.9771, -1.3768], [1.8559, -0.3178, -0.7027], [1.8744, 0.3828, 0.2865], [3.0659, 1.1910, 0.6448], [3.0797, 1.9551, 1.7335], [1.9017, 2.0300, 2.6355], [1.9139, 2.7208, 3.6314], [0.7068, 1.2224, 2.2759], [0.6941, 0.4596, 1.1866], [3.9154, 1.1189, -0.0224], [3.9421, 2.5444, 2.0148], [-0.1380, 1.2961, 2.9490], [-0.1622, -0.1377, 0.8988], [6.2106, 1.2623, 1.9682], [6.5920, 0.3698, 2.6960], [5.6355, -0.5956, 3.2938], [6.0522, -1.5731, 4.0931], [7.4924, -1.7403, 4.4197], [7.8726, -2.6314, 5.1460], [8.4481, -0.7729, 3.8204], [8.0307, 0.2045, 3.0212], [4.5929, -0.4521, 3.0393], [5.3769, -2.2899, 4.5426], [9.4906, -0.9160, 4.0745], [8.7053, 0.9219, 2.5716]]
}

---

Entry 2:
{
  "formula": "C17H22N2O3S",
  "method": "ωB97M-V/def2-TZVPD",
  "relative_energy_kj_mol": 1751.1,
  "fmax_ev_per_a": 17.57,
  "total_energy_ev": -37927.06997,
  "homo_lumo_gap_ev": 8.11,
  "species": ["C", "H", "H", "H", "O", "C", "O", "C", "C", "C", "C", "N", "C", "H", "H", "C", "O", "N", "C", "H", "H", "H", "C", "C", "C", "C", "C", "C", "H", "H", "H", "H", "H", "H", "H", "H", "H", "H", "H", "S", "C", "C", "H", "H", "H"],
  "positions_angstrom": [[-6.0288, -1.9136, 0.3961], [-5.5881, -2.7252, -0.3518], [-6.9290, -1.5129, 0.0234], [-5.9866, -2.3024, 1.3168], [-5.2349, -0.9443, 0.0006], [-4.0099, -1.0344, 0.4734], [-3.5944, -2.1364, 0.9633], [-3.2273, 0.3064, 0.1119], [-3.7715, 1.5834, -0.0630], [-2.5851, 2.3874, -0.0549], [-1.5427, 1.8334, 0.1274], [-1.9293, 0.4427, 0.1973], [-0.8724, -0.9339, 0.2263], [-0.1577, -0.5058, 1.1826], [-1.4763, -1.6793, 0.4085], [-0.3364, -0.9343, -0.9300], [-0.9640, -1.3086, -1.9430], [1.0319, -0.8041, -1.1250], [1.7181, -0.9375, -2.5822], [1.9116, -0.0867, -2.9031], [2.4037, -1.7418, -2.5234], [0.7055, -1.4086, -2.9543], [2.0038, -0.2834, -0.0972], [2.5323, -1.5947, 0.6943], [3.4825, -1.0649, 1.4492], [4.6811, -0.2813, 1.2098], [4.0230, 0.7371, 0.5224], [3.1783, 0.6632, -0.6889], [2.6374, 1.3478, -1.0266], [3.7949, -0.0673, -1.3096], [4.8290, 1.6791, 0.1216], [3.3801, 1.4691, 1.1077], [5.2363, 0.0468, 2.0917], [5.2249, -0.9669, 0.5015], [3.8812, -2.1907, 2.1602], [2.9219, -0.5215, 2.4815], [3.2120, -2.2024, -0.3766], [1.7844, -2.2705, 1.1336], [1.4576, 0.2336, 0.6151], [-0.1306, 2.6524, 0.1389], [-0.8592, 3.9129, -0.0332], [-2.4152, 3.8750, 0.0186], [-3.0842, 4.5542, -0.3290], [-0.4440, 4.7662, -0.2719], [-4.8638, 1.8628, -0.1099]]
}

---

Entry 3:
{
  "formula": "C17H22N2O4",
  "method": "ωB97M-V/def2-TZVPD",
  "relative_energy_kj_mol": 256.7,
  "fmax_ev_per_a": 0.66,
  "total_energy_ev": -29155.47197,
  "homo_lumo_gap_ev": 8.74,
  "smiles": "COc1ccc2[nH]c(C)c(C(=O)CN(C)CC3OCCO3)c2c1",
  "species": ["C", "O", "C", "C", "C", "C", "N", "C", "C", "C", "C", "O", "C", "N", "C", "C", "C", "O", "C", "C", "O", "C", "C", "H", "H", "H", "H", "H", "H", "H", "H", "H", "H", "H", "H", "H", "H", "H", "H", "H", "H", "H", "H", "H", "H"],
  "positions_angstrom": [[-0.0241, -3.6569, -0.8966], [1.3464, -3.7251, -0.5869], [2.0067, -2.5637, -0.2982], [3.3737, -2.7209, -0.0147], [4.1569, -1.6372, 0.3036], [3.5530, -0.3889, 0.3339], [4.0968, 0.8366, 0.6314], [3.1431, 1.7936, 0.5546], [3.4505, 3.2147, 0.8343], [1.9323, 1.2134, 0.1907], [0.7174, 1.9997, 0.0307], [0.6871, 3.1916, 0.2775], [-0.4881, 1.2275, -0.4745], [-1.7105, 2.0010, -0.5704], [-1.6333, 3.0203, -1.5976], [-2.8552, 1.1375, -0.7723], [-3.1448, 0.2704, 0.4506], [-4.5010, -0.0794, 0.4805], [-4.5839, -1.2227, 1.2984], [-3.2143, -1.9105, 1.1119], [-2.4369, -0.9555, 0.4167], [2.1828, -0.1998, 0.0464], [1.4071, -1.3162, -0.2754], [-0.6050, -3.2209, -0.0777], [-0.3396, -4.6869, -1.0581], [-0.2008, -3.0776, -1.8089], [3.7854, -3.7164, -0.0511], [5.2069, -1.7543, 0.5259], [5.0608, 0.9979, 0.8739], [3.1544, 3.8344, -0.0102], [2.8683, 3.5597, 1.6875], [4.5112, 3.3514, 1.0365], [-0.6669, 0.4155, 0.2308], [-0.2114, 0.7807, -1.4490], [-1.4916, 2.5953, -2.6045], [-2.5520, 3.6041, -1.5891], [-0.8007, 3.6787, -1.3660], [-2.7423, 0.4711, -1.6460], [-3.7396, 1.7595, -0.9234], [-2.8719, 0.8261, 1.3710], [-4.7351, -0.9352, 2.3475], [-5.4242, -1.8262, 0.9565], [-2.7486, -2.1548, 2.0736], [-3.2777, -2.8122, 0.4968], [0.3590, -1.2198, -0.4908]]
}

---

What did the first record say?
{
  "formula": "C17H22B3NO7",
  "method": "ωB97M-V/def2-TZVPD",
  "relative_energy_kj_mol": 0.0,
  "fmax_ev_per_a": 1.16,
  "total_energy_ev": -35842.06547,
  "homo_lumo_gap_ev": 7.86,
  "smiles": "CCCCB1OBOB(CN)O1.O=C1C=CC(=O)C=C1.O=C1C=CC(=O)C=C1",
  "species": ["C", "C", "C", "C", "B", "O", "B", "O", "B", "C", "N", "O", "H", "H", "H", "H", "H", "H", "H", "H", "H", "H", "H", "H", "H", "H", "O", "C", "C", "C", "C", "O", "C", "C", "H", "H", "H", "H", "O", "C", "C", "C", "C", "O", "C", "C", "H", "H", "H", "H"],
  "positions_angstrom": [[-0.6884, -1.4785, -2.2030], [-1.0485, 0.0091, -2.3451], [-2.0312, 0.2995, -3.4780], [-3.3988, -0.4033, -3.2853], [-4.4342, 0.5025, -2.5569], [-4.1664, 1.0556, -1.2943], [-5.2406, 1.1332, -0.4381], [-6.4726, 1.4671, -0.9752], [-6.6985, 0.7501, -2.1493], [-7.9454, -0.1923, -2.3208], [-7.4084, -1.5765, -2.3009], [-5.6858, 0.7866, -3.0934], [-1.0441, -1.8997, -1.2615], [0.3887, -1.6209, -2.2249], [-1.1220, -2.0645, -3.0169], [-0.1313, 0.5644, -2.5531], [-1.4405, 0.4182, -1.4109], [-1.5863, -0.0345, -4.4178], [-2.1748, 1.3816, -3.5336], [-3.8252, -0.6704, -4.2531], [-3.2652, -1.3321, -2.7228], [-5.1502, 0.8308, 0.7104], [-8.6696, -0.0222, -1.5195], [-8.4582, -0.0067, -3.2664], [-7.9303, -2.1727, -2.9311], [-7.5217, -1.9771, -1.3768], [1.8559, -0.3178, -0.7027], [1.8744, 0.3828, 0.2865], [3.0659, 1.1910, 0.6448], [3.0797, 1.9551, 1.7335], [1.9017, 2.0300, 2.6355], [1.9139, 2.7208, 3.6314], [0.7068, 1.2224, 2.2759], [0.6941, 0.4596, 1.1866], [3.9154, 1.1189, -0.0224], [3.9421, 2.5444, 2.0148], [-0.1380, 1.2961, 2.9490], [-0.1622, -0.1377, 0.8988], [6.2106, 1.2623, 1.9682], [6.5920, 0.3698, 2.6960], [5.6355, -0.5956, 3.2938], [6.0522, -1.5731, 4.0931], [7.4924, -1.7403, 4.4197], [7.8726, -2.6314, 5.1460], [8.4481, -0.7729, 3.8204], [8.0307, 0.2045, 3.0212], [4.5929, -0.4521, 3.0393], [5.3769, -2.2899, 4.5426], [9.4906, -0.9160, 4.0745], [8.7053, 0.9219, 2.5716]]
}

---

What is the formula in the second record?
C17H22N2O3S

---

Copy entry 1 word for word.
{
  "formula": "C17H22B3NO7",
  "method": "ωB97M-V/def2-TZVPD",
  "relative_energy_kj_mol": 0.0,
  "fmax_ev_per_a": 1.16,
  "total_energy_ev": -35842.06547,
  "homo_lumo_gap_ev": 7.86,
  "smiles": "CCCCB1OBOB(CN)O1.O=C1C=CC(=O)C=C1.O=C1C=CC(=O)C=C1",
  "species": ["C", "C", "C", "C", "B", "O", "B", "O", "B", "C", "N", "O", "H", "H", "H", "H", "H", "H", "H", "H", "H", "H", "H", "H", "H", "H", "O", "C", "C", "C", "C", "O", "C", "C", "H", "H", "H", "H", "O", "C", "C", "C", "C", "O", "C", "C", "H", "H", "H", "H"],
  "positions_angstrom": [[-0.6884, -1.4785, -2.2030], [-1.0485, 0.0091, -2.3451], [-2.0312, 0.2995, -3.4780], [-3.3988, -0.4033, -3.2853], [-4.4342, 0.5025, -2.5569], [-4.1664, 1.0556, -1.2943], [-5.2406, 1.1332, -0.4381], [-6.4726, 1.4671, -0.9752], [-6.6985, 0.7501, -2.1493], [-7.9454, -0.1923, -2.3208], [-7.4084, -1.5765, -2.3009], [-5.6858, 0.7866, -3.0934], [-1.0441, -1.8997, -1.2615], [0.3887, -1.6209, -2.2249], [-1.1220, -2.0645, -3.0169], [-0.1313, 0.5644, -2.5531], [-1.4405, 0.4182, -1.4109], [-1.5863, -0.0345, -4.4178], [-2.1748, 1.3816, -3.5336], [-3.8252, -0.6704, -4.2531], [-3.2652, -1.3321, -2.7228], [-5.1502, 0.8308, 0.7104], [-8.6696, -0.0222, -1.5195], [-8.4582, -0.0067, -3.2664], [-7.9303, -2.1727, -2.9311], [-7.5217, -1.9771, -1.3768], [1.8559, -0.3178, -0.7027], [1.8744, 0.3828, 0.2865], [3.0659, 1.1910, 0.6448], [3.0797, 1.9551, 1.7335], [1.9017, 2.0300, 2.6355], [1.9139, 2.7208, 3.6314], [0.7068, 1.2224, 2.2759], [0.6941, 0.4596, 1.1866], [3.9154, 1.1189, -0.0224], [3.9421, 2.5444, 2.0148], [-0.1380, 1.2961, 2.9490], [-0.1622, -0.1377, 0.8988], [6.2106, 1.2623, 1.9682], [6.5920, 0.3698, 2.6960], [5.6355, -0.5956, 3.2938], [6.0522, -1.5731, 4.0931], [7.4924, -1.7403, 4.4197], [7.8726, -2.6314, 5.1460], [8.4481, -0.7729, 3.8204], [8.0307, 0.2045, 3.0212], [4.5929, -0.4521, 3.0393], [5.3769, -2.2899, 4.5426], [9.4906, -0.9160, 4.0745], [8.7053, 0.9219, 2.5716]]
}